Record 1
ORCA calculation (the ωB97M-V functional and the def2-TZVPD basis) on a 2-piece molecular cluster, C9H14 overall.

XYZ file:
```
23
Properties=species:S:1:pos:R:3:forces:R:3:mulliken_charge:R:1
C 1.4348 -1.2654 -3.0264 -0.16 0.47 0.47 -1.290
C 0.9759 -0.3010 0.5878 -0.47 1.33 1.63 -0.278
C 2.2529 0.0147 1.0554 0.19 -0.24 -1.61 -0.509
C 0.7236 -0.6917 -0.6957 0.10 -1.31 0.03 -0.315
C 1.7773 -0.9500 -1.5910 -0.60 0.17 -0.15 0.732
C 3.2930 -0.3375 0.2074 -0.40 1.20 -0.20 -0.438
C 3.0547 -0.8054 -1.1060 1.10 0.35 1.29 -0.369
H 0.1590 -0.0545 1.2709 -0.08 -0.26 -0.38 0.239
H 2.4241 0.7132 1.8620 -0.07 -0.57 0.52 0.350
H -0.2984 -0.9873 -0.9244 0.12 0.39 -0.38 0.248
H 4.2634 0.0633 0.4780 0.31 -0.60 -0.13 0.309
H 2.1086 -2.0044 -3.4458 -0.14 -0.12 -0.22 0.360
H 1.4363 -0.3560 -3.6320 0.43 0.01 -0.02 0.272
H 3.9808 -0.9431 -1.6509 -0.36 -0.21 -0.65 0.343
H 0.3882 -1.5538 -3.0500 0.01 -0.60 -0.19 0.344
C -2.8523 0.7313 1.4718 -0.83 2.02 0.74 -0.666
C -4.0597 1.6125 1.8764 -1.08 -1.25 0.52 -1.000
H -3.2456 -0.1631 1.0279 0.39 -0.20 -0.98 0.281
H -2.2492 1.4501 0.9098 0.53 -1.11 -0.47 0.258
H -2.3373 0.4247 2.3715 0.33 -0.01 0.18 0.274
H -4.8842 0.9054 2.1013 0.13 0.62 0.11 0.270
H -3.8914 2.1961 2.7728 0.21 0.11 0.19 0.292
H -4.4544 2.3019 1.1292 0.35 -0.19 -0.29 0.293
```
Positions in Å, forces in eV/Å.

relative energy (zero: lowest compared OMol25 entry of this formula, charge and spin): 87.08 kJ/mol
lowest unoccupied orbital energy: 0.03743 hartree
SMILES: Cc1ccccc1.CC
strongest force on any atom: 0.0449 Eh/bohr
E: -9559.27893 eV

Record 2
ORCA calculation (the ωB97M-V functional and the def2-TZVPD basis) on C16H33BrFNO2P as an isolated structure.

XYZ file:
```
55
Properties=species:S:1:pos:R:3:forces:R:3:mulliken_charge:R:1
C 4.9810 -1.8926 1.8944 -0.85 1.53 -0.09 -0.800
C 4.4772 -1.9734 0.3036 -0.41 -1.88 0.60 -0.560
P 5.2429 -0.6352 -0.8164 1.54 -1.51 0.18 0.171
C 5.5650 -1.5152 -2.5239 -1.78 0.03 -1.00 -0.961
C 4.0508 0.7935 -1.2223 1.07 0.40 -1.79 -0.503
C 4.7413 2.1822 -0.6711 -0.06 0.26 0.06 -0.147
Br 6.7175 2.0291 -1.1540 -1.56 0.74 0.07 -0.108
O 4.7107 2.3501 0.7893 -1.72 -1.28 -1.93 -0.281
C 3.5664 1.6701 1.4129 -1.05 0.18 0.65 -0.371
C 2.2733 1.4336 0.4340 -0.92 1.12 2.72 0.046
C 1.0812 0.7834 1.3649 -0.64 0.49 0.22 -0.809
C -0.1730 0.1414 0.5119 -0.67 -0.56 1.22 -0.415
C -1.4984 1.1485 0.4707 -0.72 -0.74 -0.40 -0.604
C -2.7979 0.3323 1.1313 0.67 0.52 1.17 -0.507
C -4.1464 1.2603 1.2176 0.21 0.72 0.13 -0.706
C -5.0487 1.3033 -0.1535 -0.58 0.44 0.65 -0.559
C -5.2408 -0.1451 -0.8994 0.32 0.04 -0.43 -0.058
C -6.8017 -0.4683 -1.3568 1.51 -0.31 -0.43 -0.512
O -7.4463 -1.1698 -0.2350 0.63 -1.00 -1.79 -0.324
C -7.2348 -2.6251 -0.2888 -0.03 -1.07 0.74 -0.565
N 2.6133 0.5881 -0.8030 0.67 1.61 0.75 0.256
F 1.8450 1.1298 -1.8160 -0.66 -0.25 -0.44 -0.161
H 5.4765 -2.8873 2.2631 -1.05 2.08 -0.78 0.304
H 4.0131 -1.6197 2.5374 2.19 -0.91 -1.16 0.183
H 5.7031 -0.9536 2.0300 -1.30 -2.28 -0.31 0.266
H 3.3119 -2.0657 0.2642 1.94 -0.01 0.11 0.312
H 4.8980 -3.0203 -0.0867 -1.01 2.38 0.45 0.388
H 4.5283 -2.0110 -2.8355 2.37 0.68 0.42 0.307
H 6.4133 -2.3247 -2.4502 -1.74 1.79 -0.01 0.343
H 5.7862 -0.7058 -3.3680 -0.18 -1.73 2.00 0.291
H 4.0345 0.8930 -2.4119 -0.07 -0.22 2.62 0.486
H 4.3675 3.1359 -1.2749 0.68 -2.04 1.57 0.430
H 3.1904 2.3842 2.2921 0.75 -1.56 -2.06 0.379
H 3.8384 0.6521 1.9214 -0.14 1.78 -1.17 0.044
H 1.8599 2.4661 0.0381 1.12 -2.24 0.42 0.171
H 1.4798 0.0342 2.1971 -0.52 1.46 -2.07 0.280
H 0.6182 1.6959 1.9796 1.21 -1.95 -1.37 0.376
H -0.5388 -0.8087 1.1360 0.93 2.00 -1.42 0.315
H 0.1252 -0.2760 -0.5451 -0.59 0.98 1.92 0.301
H -1.3494 2.1275 1.1148 -0.11 -2.00 -1.42 0.280
H -1.7550 1.4357 -0.6491 0.58 -0.44 2.36 0.222
H -2.9423 -0.7148 0.6298 0.17 2.12 0.74 0.331
H -2.4735 0.1115 2.2586 -0.65 0.38 -2.36 0.292
H -4.8039 1.0001 2.1791 1.46 0.22 -2.29 0.312
H -3.7702 2.3766 1.4117 -0.80 -2.35 -0.34 0.268
H -6.1280 1.7149 0.1478 2.35 -0.91 -0.61 0.318
H -4.5786 2.1454 -0.8451 -0.98 -2.05 1.15 0.283
H -4.9243 -1.0625 -0.2081 -0.69 2.14 -1.37 -0.068
H -4.5066 -0.1659 -1.8394 -1.68 -0.06 1.91 0.232
H -7.4026 0.5183 -1.6519 1.25 -2.30 0.87 0.330
H -6.7024 -1.1955 -2.2977 -0.56 1.59 1.91 0.262
H -7.9247 -3.1127 0.5407 1.38 1.22 -1.78 0.233
H -7.4958 -3.1247 -1.3164 0.33 1.26 1.74 0.258
H -6.1317 -2.9576 -0.0266 -1.99 0.91 -0.52 0.202
H 2.3060 -0.4056 -0.7254 0.34 0.57 -0.02 0.546
```
Positions in Å, forces in eV/Å.

lowest unoccupied orbital energy: -0.11055 hartree
strongest force on any atom: 0.0599 Eh/bohr
E: -104743.48192 eV
charge: +1